# 1
{"formula": "C18H19F12N5OPS", "method": "ωB97M-V with the def2-TZVPD basis set", "species": ["C", "O", "C", "C", "C", "C", "F", "F", "C", "F", "F", "C", "F", "F", "C", "F", "F", "F", "N", "C", "F", "F", "F", "C", "P", "S", "N", "N", "H", "H", "H", "H", "H", "H", "H", "H", "H", "N", "C", "C", "C", "C", "H", "H", "H", "H", "H", "N", "C", "C", "C", "C", "H", "H", "H", "H", "H"], "positions_angstrom": [[4.82752, 1.08464, -1.37723], [4.03281, 1.22715, -2.53036], [3.25268, 2.39612, -2.63157], [2.77173, 2.98750, -1.34098], [1.82715, 2.59946, -0.40972], [0.97941, 1.33640, -0.54999], [0.88129, 0.65133, 0.59336], [1.67389, 0.57587, -1.41613], [-0.41500, 1.49085, -1.27775], [-0.71097, 0.28494, -1.78739], [-0.19277, 2.34431, -2.29316], [-1.65114, 1.96028, -0.48547], [-1.77149, 1.28061, 0.64768], [-1.46211, 3.26929, -0.23012], [-2.98757, 1.82220, -1.27268], [-3.91934, 2.43271, -0.56467], [-2.88820, 2.39451, -2.45167], [-3.30789, 0.55816, -1.41639], [1.83720, 3.60018, 0.59051], [1.08072, 3.72280, 1.84905], [0.27222, 4.74868, 1.77674], [0.44594, 2.63182, 2.09810], [1.95543, 3.94310, 2.81078], [2.71671, 4.55311, 0.25758], [3.11895, 6.17822, 1.05385], [2.04373, 7.62210, 0.39329], [3.27028, 4.20073, -0.90586], [4.19794, 4.93171, -1.64124], [5.42754, 1.97460, -1.17143], [5.51183, 0.26918, -1.57129], [4.24206, 0.81613, -0.49857], [2.38283, 2.15759, -3.23514], [3.82238, 3.14380, -3.17236], [4.47665, 6.27551, 0.72708], [3.10815, 5.93250, 2.42852], [3.91438, 5.90377, -1.70700], [5.11647, 4.85821, -1.22123], [-1.57427, -2.73962, -1.29868], [-2.02397, -3.76251, -2.09016], [-2.28767, -4.83371, -1.28164], [-1.98591, -4.44320, 0.05090], [-1.54888, -3.14663, 0.00889], [-1.30443, -1.83376, -1.62616], [-2.11921, -3.64018, -3.15509], [-2.65754, -5.79140, -1.60534], [-2.08283, -5.04905, 0.93452], [-1.22583, -2.48211, 0.79248], [-3.18568, -6.37609, 3.14123], [-3.23072, -7.67181, 3.58172], [-4.50423, -8.13342, 3.39231], [-5.25794, -7.07487, 2.81435], [-4.41722, -6.00537, 2.66971], [-2.37448, -5.78851, 3.16461], [-2.35741, -8.15100, 3.98886], [-4.85851, -9.11953, 3.63976], [-6.29795, -7.09848, 2.53670], [-4.58669, -5.01882, 2.27391]], "forces_ev_per_angstrom": [[0.222, -0.021, -0.068], [-0.323, -0.066, 0.066], [0.142, -0.388, -0.296], [-0.709, -0.068, 0.402], [0.534, 0.688, -0.202], [0.081, 0.041, -0.062], [-0.163, 0.050, 0.084], [0.181, -0.176, -0.038], [0.112, -0.149, 0.151], [0.091, -0.114, -0.039], [0.009, 0.086, -0.133], [0.073, 0.198, -0.619], [0.101, -0.163, 0.456], [0.131, 0.316, 0.395], [0.297, 0.154, 0.526], [-0.380, 0.217, 0.223], [0.059, 0.306, -0.662], [-0.187, -0.658, -0.069], [-0.136, -0.361, -0.620], [0.414, 0.150, -0.220], [-0.357, 0.334, -0.158], [-0.737, -0.833, -0.020], [0.462, 0.081, 0.538], [0.455, 0.013, 0.061], [-0.404, 1.125, -0.156], [0.033, -0.307, -0.079], [-0.162, -0.174, 0.343], [0.135, 0.174, 0.073], [0.046, 0.166, 0.037], [0.097, -0.127, -0.077], [-0.164, 0.065, 0.149], [-0.109, -0.133, -0.085], [0.028, 0.365, 0.075], [0.150, -0.397, 0.145], [0.088, -0.298, -0.033], [-0.166, 0.015, -0.078], [0.075, -0.068, -0.010], [-0.023, -0.067, 0.030], [0.016, 0.034, 0.014], [-0.010, -0.019, 0.003], [0.019, 0.042, 0.006], [0.011, 0.034, -0.031], [-0.012, 0.009, -0.036], [-0.003, -0.013, -0.011], [-0.008, -0.012, 0.007], [-0.018, -0.047, -0.014], [0.001, -0.004, 0.012], [-0.031, -0.028, -0.022], [0.024, 0.036, -0.001], [-0.024, 0.001, -0.003], [-0.007, -0.021, -0.007], [0.047, 0.022, 0.033], [0.021, 0.014, 0.035], [0.000, -0.013, 0.008], [-0.006, -0.010, 0.000], [-0.010, -0.004, -0.006], [-0.010, 0.001, -0.015]], "mulliken_charge": [-0.487, -0.380, -0.868, 0.928, -0.187, 0.540, -0.255, -0.299, 0.495, -0.264, -0.318, 0.817, -0.277, -0.327, 0.550, -0.237, -0.233, -0.207, 0.381, 0.601, -0.212, -0.187, -0.255, 0.065, 0.150, -0.255, 0.537, -1.245, 0.208, 0.314, 0.209, 0.373, 0.425, 0.127, 0.146, 0.278, 0.276, 0.138, -0.411, -0.746, -0.271, -0.467, 0.238, 0.366, 0.413, 0.393, 0.409, -0.008, -0.482, -0.428, -0.399, -0.468, 0.233, 0.374, 0.386, 0.407, 0.398], "homo_lumo_gap_ev": 4.63, "homo_ev": -9.32, "charge": 1, "mol_weight_g_mol": 612.40, "total_energy_ha": -2983.940588}

***

# 2
{"formula": "C18H19F2N3O", "method": "ωB97M-V with the def2-TZVPD basis set", "species": ["O", "C", "C", "N", "C", "C", "N", "C", "C", "C", "C", "C", "C", "F", "C", "C", "N", "C", "C", "C", "C", "C", "C", "F", "H", "H", "H", "H", "H", "H", "H", "H", "H", "H", "H", "H", "H", "H", "H", "H", "H", "H", "H"], "positions_angstrom": [[1.01825, 0.47658, 2.46330], [-0.10800, 0.88537, 2.28668], [-1.34454, 0.02040, 2.53960], [-1.56006, -0.96838, 1.49784], [-1.74882, -0.39688, 0.17648], [-2.20311, -1.51727, -0.76730], [-1.25155, -2.60149, -0.82057], [-0.23580, -2.60557, -1.76011], [0.06364, -1.50644, -2.57526], [1.03734, -1.56348, -3.55442], [1.76681, -2.71921, -3.76314], [1.49087, -3.83074, -2.98552], [0.50676, -3.76760, -2.02390], [0.25263, -4.91156, -1.33238], [-1.02811, -3.12543, 0.51197], [-0.55249, -2.01451, 1.45441], [-0.40748, 2.11790, 1.78143], [0.46232, 3.14393, 1.41099], [1.84953, 3.06498, 1.48645], [2.62892, 4.14144, 1.10039], [2.05167, 5.30974, 0.63372], [0.67230, 5.40901, 0.54785], [-0.09466, 4.33276, 0.93433], [-1.45068, 4.41688, 0.85414], [-1.19895, -0.51645, 3.48003], [-2.24732, 0.63347, 2.61739], [-2.52591, 0.37059, 0.22942], [-0.82246, 0.06195, -0.21153], [-2.39389, -1.13301, -1.76915], [-3.13730, -1.93257, -0.37368], [-0.46847, -0.57871, -2.43839], [1.23213, -0.68601, -4.15303], [2.53239, -2.76204, -4.52113], [2.01790, -4.76175, -3.12481], [-0.29463, -3.92628, 0.50108], [-1.97862, -3.52395, 0.88031], [-0.42794, -2.41859, 2.46041], [0.42325, -1.63430, 1.11016], [-1.38625, 2.34978, 1.67194], [2.30209, 2.15840, 1.85115], [3.70291, 4.06220, 1.16750], [2.66749, 6.14378, 0.33638], [0.18786, 6.30305, 0.18894]], "forces_ev_per_angstrom": [[0.214, -0.118, 0.078], [-0.357, -0.023, 0.039], [0.052, -0.178, -0.032], [-0.032, 0.132, 0.109], [-0.187, -0.189, -0.204], [-0.016, 0.329, -0.051], [-0.311, -0.221, 0.019], [0.243, -0.128, -0.299], [-0.060, -0.049, 0.140], [0.108, -0.002, -0.133], [-0.018, 0.049, -0.013], [-0.083, 0.020, 0.123], [0.137, -0.062, -0.025], [-0.088, 0.226, -0.074], [0.309, 0.048, 0.447], [-0.039, -0.363, -0.109], [-0.522, 0.313, -0.060], [0.153, 0.256, -0.115], [0.025, -0.108, 0.049], [-0.002, 0.128, -0.049], [0.056, -0.021, 0.008], [-0.180, -0.149, 0.052], [0.157, -0.026, 0.006], [0.142, -0.093, 0.044], [0.014, 0.149, -0.023], [0.046, 0.014, 0.047], [0.021, 0.042, -0.027], [-0.069, 0.023, 0.023], [-0.023, -0.027, 0.029], [0.007, 0.095, -0.049], [-0.062, 0.060, 0.071], [0.009, 0.073, -0.041], [0.074, -0.008, -0.072], [0.027, -0.111, 0.017], [-0.074, 0.013, -0.050], [0.062, -0.026, 0.035], [0.065, 0.011, 0.013], [-0.044, -0.055, 0.062], [0.190, -0.142, 0.068], [-0.011, -0.019, 0.000], [0.094, -0.017, 0.009], [0.053, 0.080, -0.031], [-0.082, 0.075, -0.032]], "mulliken_charge": [-0.642, 0.768, -1.333, 0.012, -0.151, -1.611, 0.096, 0.699, -0.315, -0.928, -0.422, -0.573, 0.540, -0.340, -1.217, -0.379, -0.041, -0.013, -0.341, -0.725, -0.419, -0.572, 0.645, -0.326, 0.440, 0.423, 0.445, 0.364, 0.558, 0.448, 0.237, 0.385, 0.376, 0.426, 0.476, 0.355, 0.452, 0.271, 0.252, 0.488, 0.385, 0.374, 0.433], "homo_lumo_gap_ev": 8.38, "smiles": "O=C(CN1CCN(c2ccccc2F)CC1)Nc1ccccc1F", "homo_ev": -7.75, "mol_weight_g_mol": 331.37, "total_energy_ha": -1136.558732}